# 1
{
  "formula": "C17H22N2O4",
  "method": "ωB97M-V/def2-TZVPD",
  "elements": ["O", "O", "O", "O", "N", "N", "C", "C", "C", "C", "C", "C", "C", "C", "C", "C", "C", "C", "C", "C", "C", "C", "C", "H", "H", "H", "H", "H", "H", "H", "H", "H", "H", "H", "H", "H", "H", "H", "H", "H", "H", "H", "H", "H", "H"],
  "coordinates": [[2.416, -2.638, 1.542], [0.014, 1.998, -3.537], [0.733, 0.231, -2.198], [0.455, -2.606, 2.720], [0.897, -1.524, -0.693], [0.680, 0.544, 0.099], [0.295, 2.505, -1.227], [0.611, 1.867, -0.002], [-0.171, -3.530, -0.179], [0.737, 2.721, 1.196], [0.354, 1.557, -2.451], [-2.382, -2.515, -0.668], [-2.046, -4.481, -2.001], [1.242, -2.442, 1.631], [1.110, -2.715, 4.026], [0.257, 4.723, -0.097], [-1.275, -3.344, -1.296], [0.242, 4.740, -2.497], [0.614, 4.908, 2.335], [0.350, -2.197, 0.391], [0.547, 4.137, 1.147], [0.199, 3.948, -1.236], [0.761, -0.163, -0.907], [0.638, -4.135, -0.684], [-2.730, -5.044, -1.360], [-2.017, -1.462, -0.546], [-3.187, -2.259, -1.345], [0.246, 5.833, -0.017], [1.155, -3.814, 4.316], [0.876, 2.269, 2.178], [-0.643, -4.124, 0.599], [2.176, -2.437, 3.985], [1.697, -1.904, -1.110], [0.048, 5.818, 2.222], [-0.613, 4.573, -3.226], [-2.599, -4.116, -2.953], [0.557, -2.046, 4.798], [0.174, 5.811, -2.111], [1.095, 4.563, -2.999], [-0.779, -2.914, -2.120], [-0.457, -1.524, 0.743], [1.603, 5.088, 2.586], [0.202, 4.313, 3.169], [-2.770, -3.033, 0.202], [-1.311, -5.179, -2.424]],
  "lowdin_charge": [0.13, 0.11, 0.17, -0.05, 0.10, 0.19, 0.01, -0.20, -0.09, 0.07, -0.30, -0.09, -0.09, -0.44, -0.04, -0.02, -0.41, -0.05, -0.07, -0.27, -0.30, -0.19, -0.36, 0.14, 0.07, 0.08, 0.07, 0.13, 0.11, 0.11, 0.12, 0.08, 0.14, 0.09, 0.11, 0.11, 0.12, 0.10, 0.04, 0.10, 0.14, 0.07, 0.10, 0.09, 0.07],
  "total_energy_ev": -29154.562,
  "fmax_ev_per_a": 5.25,
  "orbital_gap_ev": 8.91,
  "lumo_energy_ev": 0.45,
  "multiplicity": 1,
  "smiles": "COC(=O)[C@H](CC(C)C)Nc1nc2cc(C)cc(C)c2c(=O)o1"
}


# 2
{
  "formula": "C17H22N2O4",
  "method": "ωB97M-V/def2-TZVPD",
  "elements": ["O", "O", "O", "O", "N", "N", "C", "C", "C", "C", "C", "C", "C", "C", "C", "C", "C", "C", "C", "C", "C", "C", "C", "H", "H", "H", "H", "H", "H", "H", "H", "H", "H", "H", "H", "H", "H", "H", "H", "H", "H", "H", "H", "H", "H"],
  "coordinates": [[4.526, 2.515, -0.324], [-0.926, 1.301, 1.099], [-0.079, 0.009, -0.525], [3.093, -2.640, -0.445], [3.026, 0.884, -0.703], [2.686, -0.459, -0.749], [7.115, -1.706, 0.553], [-3.140, 0.559, 0.371], [-4.297, -0.382, 0.696], [-7.790, -0.945, -0.914], [-6.627, -1.133, 0.053], [-1.978, 0.360, 1.338], [4.879, -1.093, -0.083], [5.827, -2.069, 0.218], [6.541, 0.612, 0.303], [2.005, 1.826, -1.099], [4.271, 1.322, -0.354], [-5.466, -0.196, -0.269], [0.989, 2.106, 0.013], [3.504, -1.496, -0.428], [5.237, 0.257, -0.040], [7.472, -0.363, 0.597], [-0.051, 1.012, 0.147], [-1.577, -0.655, 1.244], [2.536, 2.750, -1.342], [6.793, 1.661, 0.330], [8.481, -0.083, 0.861], [-7.474, -1.147, -1.935], [7.847, -2.466, 0.784], [5.520, -3.104, 0.178], [-2.291, 0.541, 2.368], [1.500, 2.225, 0.970], [1.696, -0.642, -0.913], [-8.606, -1.621, -0.668], [-6.279, -2.167, 0.004], [-8.164, 0.075, -0.867], [1.494, 1.446, -1.987], [-5.814, 0.839, -0.220], [-4.638, -0.198, 1.717], [-2.789, 0.372, -0.646], [-3.477, 1.597, 0.430], [0.464, 3.040, -0.191], [-3.946, -1.415, 0.643], [-5.125, -0.382, -1.289], [-6.970, -0.947, 1.073]],
  "lowdin_charge": [0.06, 0.02, 0.09, 0.07, -0.02, 0.16, -0.06, -0.18, -0.22, -0.12, -0.28, -0.16, -0.07, 0.00, 0.00, -0.11, -0.39, -0.24, -0.04, -0.42, -0.06, -0.06, -0.48, 0.13, 0.13, 0.12, 0.11, 0.07, 0.11, 0.12, 0.13, 0.14, 0.13, 0.07, 0.11, 0.07, 0.14, 0.12, 0.12, 0.12, 0.12, 0.13, 0.12, 0.12, 0.11],
  "total_energy_ev": -29157.229,
  "fmax_ev_per_a": 0.59,
  "orbital_gap_ev": 8.89,
  "lumo_energy_ev": 0.39,
  "multiplicity": 1,
  "smiles": "CCCCCCOC(=O)CCn1[nH]c(=O)c2ccccc2c1=O"
}


# 3
{
  "formula": "C17H22N2O5",
  "method": "ωB97M-V/def2-TZVPD",
  "elements": ["O", "O", "O", "O", "O", "N", "N", "C", "C", "C", "C", "C", "C", "C", "C", "C", "C", "C", "C", "C", "C", "C", "C", "C", "H", "H", "H", "H", "H", "H", "H", "H", "H", "H", "H", "H", "H", "H", "H", "H", "H", "H", "H", "H", "H", "H"],
  "coordinates": [[1.220, -2.625, -2.047], [-1.025, 1.543, 2.700], [3.454, -1.288, -3.451], [-4.147, 0.655, 1.632], [4.171, 1.031, -2.859], [0.752, 1.128, 0.646], [-1.821, -0.579, 2.557], [-5.097, 1.921, 3.413], [-4.254, -0.215, 2.734], [-0.133, 0.154, 1.033], [-0.030, -2.642, -2.705], [1.677, -1.348, -1.748], [2.529, 1.297, -1.096], [1.497, 0.679, -0.393], [4.657, 2.326, -2.616], [-1.034, 0.450, 2.149], [-4.263, 1.984, 2.117], [-5.319, 0.419, 3.638], [2.721, -0.753, -2.432], [1.067, -0.631, -0.695], [3.141, 0.576, -2.096], [3.371, -2.663, -3.741], [-2.905, -0.358, 3.477], [0.035, -0.946, 0.221], [-0.317, -3.690, -2.782], [-3.265, 2.396, 2.310], [-4.547, 2.367, 4.241], [-6.041, 2.452, 3.305], [-6.311, 0.123, 3.298], [-4.741, 2.568, 1.329], [0.802, 2.023, 1.106], [0.046, -2.209, -3.710], [-0.491, -1.878, 0.277], [-2.673, 0.568, 4.008], [-5.200, 0.125, 4.678], [-0.791, -2.091, -2.146], [-1.880, -1.391, 1.964], [5.468, 2.474, -3.328], [5.048, 2.427, -1.598], [2.833, 2.299, -0.843], [-2.965, -1.185, 4.190], [4.215, -2.867, -4.400], [2.443, -2.915, -4.262], [3.886, 3.086, -2.785], [3.451, -3.273, -2.839], [-4.553, -1.189, 2.333]],
  "lowdin_charge": [-0.12, 0.05, -0.06, -0.10, -0.06, 0.15, 0.08, -0.14, -0.33, -0.16, -0.07, -0.16, 0.05, -0.19, -0.08, -0.43, -0.18, -0.13, -0.12, -0.10, -0.19, -0.07, -0.12, 0.05, 0.09, 0.10, 0.11, 0.10, 0.11, 0.12, 0.16, 0.10, 0.11, 0.13, 0.11, 0.08, 0.13, 0.09, 0.10, 0.11, 0.13, 0.09, 0.09, 0.10, 0.10, 0.15],
  "total_energy_ev": -31202.824,
  "fmax_ev_per_a": 0.83,
  "orbital_gap_ev": 8.33,
  "lumo_energy_ev": 0.74,
  "multiplicity": 1,
  "smiles": "COc1cc2[nH]c(C(=O)NC[C@H]3CCCO3)cc2c(OC)c1OC"
}


# 4
{
  "formula": "C17H22N4O2S",
  "method": "ωB97M-V/def2-TZVPD",
  "elements": ["S", "O", "O", "N", "N", "N", "N", "C", "C", "C", "C", "C", "C", "C", "C", "C", "C", "C", "C", "C", "C", "C", "C", "C", "H", "H", "H", "H", "H", "H", "H", "H", "H", "H", "H", "H", "H", "H", "H", "H", "H", "H", "H", "H", "H", "H"],
  "coordinates": [[-1.479, -1.022, 0.130], [7.447, 0.978, -0.124], [-2.657, 2.659, 0.683], [1.177, -0.489, 0.028], [0.648, -2.663, 0.129], [1.982, -2.509, 0.089], [-3.732, 0.859, -0.161], [6.022, -0.868, -0.059], [4.773, -1.442, -0.022], [-2.640, 1.532, 0.234], [-6.883, -0.962, -0.298], [-5.753, 0.679, 1.223], [2.297, -1.194, 0.030], [6.171, 0.522, -0.093], [3.780, 0.745, -0.055], [5.032, 1.325, -0.092], [-5.905, 1.147, -1.249], [-6.193, -0.332, -1.503], [3.629, -0.640, -0.018], [7.670, 2.368, -0.149], [-1.323, 0.797, 0.023], [0.205, -1.422, 0.092], [-5.080, 1.356, 0.023], [-6.027, -0.799, 0.955], [-5.113, 0.791, 2.100], [2.894, 1.359, -0.053], [5.110, 2.400, -0.119], [-5.263, -0.866, -1.711], [-5.373, 1.577, -2.099], [-6.695, 1.191, 1.426], [-6.849, 1.682, -1.136], [-6.828, -0.428, -2.387], [-0.925, 1.040, -0.965], [-6.540, -1.235, 1.814], [-7.849, -0.477, -0.140], [7.244, 2.827, -1.046], [8.752, 2.491, -0.162], [4.692, -2.518, 0.005], [-0.603, 1.120, 0.773], [2.579, -3.319, 0.109], [-5.083, -1.335, 0.829], [-3.635, -0.094, -0.474], [6.914, -1.476, -0.061], [-7.067, -2.021, -0.487], [7.261, 2.857, 0.741], [-4.972, 2.427, 0.227]],
  "lowdin_charge": [0.96, -0.08, 0.06, 0.13, 0.04, 0.06, 0.08, 0.00, -0.02, -0.55, -0.21, -0.14, -0.28, -0.27, -0.01, -0.01, -0.15, -0.20, -0.16, -0.08, -0.35, -0.72, -0.31, -0.20, 0.12, 0.11, 0.11, 0.11, 0.12, 0.12, 0.12, 0.11, 0.09, 0.11, 0.11, 0.10, 0.09, 0.11, 0.08, 0.15, 0.11, 0.07, 0.12, 0.11, 0.10, 0.15],
  "total_energy_ev": -38877.488,
  "fmax_ev_per_a": 0.83,
  "orbital_gap_ev": 8.82,
  "lumo_energy_ev": 0.65,
  "multiplicity": 1,
  "smiles": "COc1ccc(-c2nc(SCC(=O)NC3CCCCC3)n[nH]2)cc1"
}


# 5
{
  "formula": "C17H23Br3ClFO2",
  "method": "ωB97M-V/def2-TZVPD",
  "elements": ["Br", "Br", "Br", "Cl", "F", "O", "O", "C", "C", "C", "C", "C", "C", "C", "C", "C", "C", "C", "C", "C", "C", "C", "C", "C", "H", "H", "H", "H", "H", "H", "H", "H", "H", "H", "H", "H", "H", "H", "H", "H", "H", "H", "H", "H", "H", "H", "H"],
  "coordinates": [[-3.678, 0.413, -1.386], [-0.326, 3.347, -0.267], [-2.448, -0.497, 1.935], [-1.448, -1.994, -1.616], [3.425, 0.703, -2.584], [2.327, 2.581, -2.823], [0.725, -1.743, -0.358], [3.081, -1.451, -0.051], [1.287, 0.516, -0.139], [2.297, 1.587, -0.648], [-2.545, 1.851, -0.759], [-1.154, 1.546, -0.130], [3.294, 0.179, 2.889], [2.340, 0.454, 2.231], [2.635, 1.684, -2.108], [1.810, -0.843, -0.594], [-2.791, -3.445, 0.961], [-0.204, 0.622, -2.228], [-0.196, 0.462, -0.698], [-3.374, 2.705, 0.235], [-0.525, -1.080, -0.337], [-1.020, -1.515, 1.081], [-1.338, -3.021, 1.182], [1.196, 0.809, 1.393], [-3.862, 3.522, -0.286], [0.132, 1.628, -2.472], [4.159, -0.057, 3.470], [-1.080, -3.283, 2.211], [-2.800, -4.464, 0.569], [-0.160, -1.365, 1.721], [-2.363, 2.468, -1.632], [-4.157, 2.077, 0.656], [-2.774, 3.053, 1.069], [0.294, 0.415, 1.851], [3.232, 1.343, -0.134], [-0.655, -3.571, 0.545], [0.466, -0.062, -2.740], [3.254, -2.382, -0.590], [1.949, -0.846, -1.676], [-3.296, -2.835, 0.217], [1.099, 1.893, 1.482], [3.924, -0.799, -0.262], [-3.360, -3.459, 1.885], [3.036, -1.692, 1.003], [-1.189, 0.499, -2.661], [-1.283, 1.448, 0.937], [2.068, 2.597, -0.342]],
  "lowdin_charge": [0.73, 0.91, 0.84, 0.73, 0.11, 0.16, -0.12, 0.00, -0.29, -0.07, -0.81, -0.60, 0.12, -0.12, -0.46, -0.31, -0.16, -0.07, -0.35, -0.18, -0.65, -0.61, -0.31, -0.14, 0.08, 0.07, 0.04, 0.11, 0.08, 0.08, 0.05, 0.04, 0.05, 0.08, 0.13, 0.10, 0.09, 0.10, 0.13, 0.03, 0.09, 0.09, 0.06, 0.07, 0.04, 0.00, 0.06],
  "total_energy_ev": -247462.491,
  "fmax_ev_per_a": 1.14,
  "orbital_gap_ev": 10.19,
  "lumo_energy_ev": 0.42,
  "multiplicity": 1,
  "smiles": "C#CC[C@@]1(CC(=O)F)[C@@H](C)O[C@@](Cl)([C@@H](Br)CC)[C@@]1(C)[C@@H](Br)[C@H](C)Br"
}


# 6
{
  "formula": "C17H23BrN2O3",
  "method": "ωB97M-V/def2-TZVPD",
  "elements": ["Br", "O", "O", "O", "N", "N", "C", "C", "C", "C", "C", "C", "C", "C", "C", "C", "C", "C", "C", "C", "C", "C", "C", "H", "H", "H", "H", "H", "H", "H", "H", "H", "H", "H", "H", "H", "H", "H", "H", "H", "H", "H", "H", "H", "H", "H"],
  "coordinates": [[-2.784, 4.982, -3.898], [-1.915, -1.899, 0.827], [-4.556, 1.000, -1.089], [-0.339, 3.838, -2.705], [-0.615, 0.172, 1.085], [2.676, -1.691, 1.599], [2.559, -2.972, 1.390], [-4.077, 0.136, -0.164], [1.051, 3.532, -2.239], [-3.599, 3.058, -2.361], [-2.308, 1.346, -1.044], [0.442, -0.645, 1.780], [-4.840, -0.785, 0.483], [1.735, -0.828, 1.011], [-1.842, -0.654, 0.729], [-2.483, 0.329, -0.304], [4.667, -0.960, 0.399], [-1.200, 2.099, -1.297], [-3.527, 1.898, -1.346], [4.028, -1.114, 1.472], [1.305, -3.868, 1.698], [-1.426, 3.131, -2.365], [-2.492, 3.606, -2.653], [3.546, -3.612, 1.686], [1.151, -1.558, -0.066], [4.453, -1.828, 2.413], [0.883, 0.104, 2.625], [-4.330, -1.700, 0.889], [4.844, -1.936, -0.097], [0.438, -3.454, 1.470], [4.146, -0.470, -0.472], [1.381, 3.675, -1.407], [1.259, -3.541, 2.804], [5.477, -0.474, 0.457], [-0.230, 1.685, -0.892], [1.576, 3.976, -3.098], [2.016, -0.081, 0.327], [1.365, -4.985, 1.613], [2.806, -3.204, 0.081], [-4.612, 3.285, -2.578], [3.726, 0.022, 1.948], [-0.416, 1.138, 0.888], [-5.428, -0.479, 1.128], [1.239, 2.515, -2.786], [-5.573, -1.303, -0.265], [-0.178, -1.485, 2.322]],
  "lowdin_charge": [0.86, 0.03, 0.10, -0.12, 0.03, -0.25, -0.37, -0.15, 0.02, -0.03, -0.29, -0.21, -0.01, -0.23, -0.28, 0.00, -0.17, 0.11, -0.09, -0.34, -0.06, -0.36, -0.72, 0.15, 0.20, 0.19, 0.14, 0.12, 0.12, -0.03, 0.13, -0.02, 0.10, 0.03, 0.12, 0.10, 0.08, 0.10, 0.15, 0.11, 0.19, 0.09, 0.01, 0.14, 0.16, 0.14],
  "total_energy_ev": -97150.483,
  "fmax_ev_per_a": 18.65,
  "orbital_gap_ev": 7.98,
  "lumo_energy_ev": 0.04,
  "multiplicity": 1
}